Version i
ORCA calculation (the ωB97M-V functional and the def2-TZVPD basis) on a single C6H14N2 molecule.

Kohn-Sham gap   9.09 eV
SMILES   C/C(N)=C/CCCN
HOMO   -0.2966 Eh

Geometry as XYZ:
```
22
Properties=species:S:1:pos:R:3:mulliken_charge:R:1
C -0.626 0.126 2.253 -0.544
C -1.461 0.358 1.003 -0.777
C -0.750 0.791 -0.201 -0.638
N 1.523 0.451 -2.462 -0.567
C 0.975 -0.534 -1.670 0.422
C -0.042 -0.401 -0.829 -0.325
C 1.548 -1.913 -2.080 -1.229
N -0.676 1.171 3.237 -0.653
H 0.440 0.123 2.103 0.321
H -0.868 -0.885 2.636 0.291
H -2.132 -0.487 0.635 0.360
H -2.203 1.210 1.238 0.327
H 0.005 1.612 0.004 0.327
H -1.377 1.313 -0.811 0.509
H 2.482 0.671 -2.463 0.229
H 1.162 1.450 -2.192 0.275
H -0.473 -1.346 -0.425 0.248
H 0.817 -2.110 -2.944 0.251
H 2.557 -1.857 -2.494 0.344
H 1.486 -2.766 -1.435 0.342
H -1.408 0.941 3.949 0.237
H -0.980 2.084 2.948 0.250
```

Version ii
ORCA calculation (the ωB97M-V functional and the def2-TZVPD basis) on a single C6H14N2 molecule.

Kohn-Sham gap   9.41 eV
SMILES   CC(C)=C(C)C(N)N
HOMO   -0.3110 Eh

Geometry as XYZ:
```
22
Properties=species:S:1:pos:R:3:mulliken_charge:R:1
C 0.281 -1.244 0.760 -0.302
C -1.711 0.993 0.852 -1.766
C 1.654 0.120 -0.922 -1.904
C -0.401 2.224 -0.905 -1.635
C -0.492 1.001 -0.027 1.335
C 0.433 0.038 -0.051 0.592
N 1.524 -1.980 0.840 -0.651
N -0.782 -2.114 0.230 -0.612
H 0.002 -0.997 1.792 0.444
H 1.734 -2.396 -0.062 0.225
H 1.414 -2.742 1.498 0.273
H -0.635 -2.258 -0.765 0.252
H -1.691 -1.681 0.341 0.271
H -1.831 1.973 1.313 0.446
H -2.606 0.799 0.257 0.336
H -1.657 0.251 1.643 0.350
H 1.847 1.138 -1.242 0.410
H 2.514 -0.239 -0.362 0.489
H -1.341 2.769 -0.889 0.410
H 0.384 2.894 -0.554 0.353
H -0.182 1.956 -1.937 0.396
H 1.541 -0.504 -1.810 0.288
```

Version iii
ORCA calculation (the ωB97M-V functional and the def2-TZVPD basis) on a molecular structure, C6H14N2.

Kohn-Sham gap   9.79 eV
HOMO   -0.3201 Eh

Geometry as XYZ:
```
22
Properties=species:S:1:pos:R:3:mulliken_charge:R:1
C 1.756 0.775 -0.285 -0.549
N 0.646 -0.144 -0.772 -0.511
C -0.799 0.157 0.407 -0.438
C -1.611 -1.183 0.270 -0.331
C -0.914 -2.304 0.931 -0.195
C -1.460 -3.342 1.602 -0.779
C 1.825 2.162 -1.103 -0.374
N 0.508 2.788 -0.998 -0.630
H 2.755 0.303 -0.320 0.458
H 1.574 1.147 0.716 0.213
H -0.275 0.548 -0.645 -0.275
H -0.255 0.234 1.297 0.435
H -1.507 0.946 0.308 0.394
H -2.686 -1.012 0.640 0.313
H -1.662 -1.364 -0.813 0.270
H 0.174 -2.259 0.828 0.286
H -0.905 -4.246 1.818 0.250
H -2.511 -3.344 1.887 0.262
H 2.613 2.636 -0.498 0.313
H 2.289 1.907 -2.147 0.283
H 0.616 3.442 -1.783 0.274
H -0.172 2.151 -1.343 0.331
```

Version iv
ORCA calculation (the ωB97M-V functional and the def2-TZVPD basis) on 3 unconnected molecules or ions with the total composition C6H14N2.

Kohn-Sham gap   7.93 eV
HOMO   -0.2603 Eh

Geometry as XYZ:
```
22
Properties=species:S:1:pos:R:3:mulliken_charge:R:1
C 1.749 -0.409 1.228 -0.987
C 1.793 -0.335 -1.180 -0.979
C -0.164 2.027 0.056 -1.482
C -1.420 -1.930 -0.095 -1.363
N 1.031 -0.643 0.002 -0.204
C -0.546 0.621 0.015 0.556
C -1.047 -0.518 -0.038 1.135
N -2.762 0.513 -0.072 -0.897
H -2.980 0.961 0.818 0.214
H -2.830 1.235 -0.788 0.225
H 2.607 -1.092 1.312 0.343
H 1.096 -0.594 2.084 0.279
H 2.654 -1.014 -1.274 0.352
H 2.202 0.694 -1.197 0.309
H 1.172 -0.468 -2.069 0.273
H 2.155 0.617 1.323 0.305
H -0.528 2.551 -0.829 0.323
H -0.586 2.513 0.937 0.312
H 0.925 2.119 0.090 0.335
H -1.135 -2.426 0.834 0.266
H -0.890 -2.414 -0.914 0.282
H -2.495 -2.007 -0.243 0.405
```

Energetically preferred structure: version ii | next structure: +34.8 kcal/mol

Version i
ORCA calculation (the ωB97M-V functional and the def2-TZVPD basis) on a single C6H14N2 molecule.

Kohn-Sham gap   9.18 eV
SMILES   C/C(=C/N)CCCN
HOMO   -0.3002 Eh

Geometry as XYZ:
```
22
Properties=species:S:1:pos:R:3:mulliken_charge:R:1
C -1.104 1.250 -1.695 -0.628
C -0.682 1.335 -0.216 -0.380
C 0.682 0.848 0.250 -1.391
N 0.712 -0.749 2.964 -0.533
C 0.928 -1.422 1.652 -0.212
C 0.964 -0.695 0.503 0.771
C 1.261 -1.436 -0.820 -1.422
N -2.258 0.243 -1.769 -0.587
H -1.515 2.248 -2.036 0.296
H -0.364 0.771 -2.271 0.386
H -1.390 0.741 0.583 0.230
H -0.955 2.320 0.231 0.449
H 1.047 1.301 1.222 0.423
H 1.486 1.272 -0.226 0.549
H 0.348 0.188 2.841 0.235
H 1.310 -0.757 3.658 0.165
H 0.917 -2.532 1.732 0.318
H 0.320 -1.450 -1.448 0.203
H 1.611 -2.488 -0.655 0.331
H 1.789 -0.951 -1.597 0.387
H -3.141 0.544 -1.595 0.186
H -1.966 -0.583 -1.308 0.224
```

Version ii
ORCA calculation (the ωB97M-V functional and the def2-TZVPD basis) on a molecular structure, C6H14N2.

Kohn-Sham gap   7.49 eV
HOMO   -0.2345 Eh

Geometry as XYZ:
```
22
Properties=species:S:1:pos:R:3:mulliken_charge:R:1
C 1.234 -0.991 -0.557 -0.356
C 0.632 0.962 -0.436 -0.197
C -1.070 -0.639 -0.285 0.057
C 1.517 1.873 0.360 -1.403
C -1.644 1.240 -0.280 -1.199
C -1.861 -1.492 0.669 -1.325
N 0.248 -0.288 0.125 -0.041
N 2.272 -1.578 0.136 -0.470
H 1.180 -1.201 -1.624 0.467
H 0.563 1.148 -1.509 0.524
H -1.193 -0.890 -1.344 0.359
H 2.599 -2.476 -0.187 0.226
H 2.233 -1.476 1.140 0.236
H 1.261 1.836 1.422 0.321
H 1.414 2.904 0.017 0.363
H 2.574 1.599 0.276 0.325
H -2.929 -1.317 0.509 0.355
H -1.604 1.526 0.769 0.310
H -2.673 0.952 -0.510 0.408
H -1.445 2.084 -0.943 0.367
H -1.635 -1.214 1.700 0.340
H -1.675 -2.563 0.553 0.332
```

Energetically preferred structure: version i | next structure: +48.6 kcal/mol

Version i
ORCA calculation (the ωB97M-V functional and the def2-TZVPD basis) on 2 unconnected molecules or ions with the total composition C3H9N2S.

Kohn-Sham gap   6.73 eV
Charge   -1
HOMO   -0.0918 Eh

Geometry as XYZ:
```
15
Properties=species:S:1:pos:R:3:mulliken_charge:R:1
C -0.151 -0.844 -3.172 -0.820
S 0.132 0.207 -1.726 -0.551
H -1.211 -0.936 -3.456 0.202
H 0.358 -0.366 -4.042 0.186
H 0.194 -1.897 -3.120 0.211
C -1.000 -0.595 1.350 -0.414
N -0.062 0.208 2.137 -0.283
C 0.694 1.219 1.541 0.157
N 1.770 1.627 2.138 -0.798
H -2.043 -0.621 1.757 0.211
H -0.966 -0.061 0.349 -0.055
H -0.627 -1.626 1.201 0.175
H 0.390 -0.226 2.936 0.277
H 0.295 1.619 0.606 0.277
H 2.227 2.293 1.501 0.224
```

Version ii
ORCA calculation (the ωB97M-V functional and the def2-TZVPD basis) on a gas-phase ion, C3H9N2S (charge -1).

Kohn-Sham gap   5.98 eV
Charge   -1
SMILES   NCNCC[S-]
HOMO   -0.0857 Eh

Geometry as XYZ:
```
15
Properties=species:S:1:pos:R:3:mulliken_charge:R:1
C 0.122 0.272 0.164 -0.542
C 1.168 0.679 -0.830 -0.732
S 2.738 0.978 0.047 -0.690
N -1.212 -0.172 -0.408 -0.380
C -2.053 -0.695 0.632 -0.290
N -2.936 -1.868 0.169 -0.719
H 0.453 -0.658 0.633 0.289
H -0.044 0.998 0.966 0.304
H 0.901 1.593 -1.373 0.228
H 1.238 -0.140 -1.550 0.257
H -1.632 0.618 -0.878 0.210
H -2.691 0.081 1.076 0.282
H -1.448 -1.134 1.421 0.276
H -3.852 -1.434 0.274 0.254
H -2.729 -1.846 -0.826 0.253
```

Energetically preferred structure: version i | next structure: +1.2 kcal/mol

Version i
ORCA calculation (the ωB97M-V functional and the def2-TZVPD basis) on 2 unconnected molecules or ions with the total composition C2H10N4.

Kohn-Sham gap   10.05 eV
SMILES   [H]/N=C/N.NCN
HOMO   -0.3307 Eh

Geometry as XYZ:
```
16
Properties=species:S:1:pos:R:3:mulliken_charge:R:1
N 3.753 -3.226 -3.491 -0.610
C 3.841 -1.803 -3.185 -0.285
N 4.273 -1.616 -1.789 -0.551
H 4.676 -3.626 -3.565 0.236
H 3.231 -3.690 -2.761 0.218
H 4.668 -1.369 -3.739 0.333
H 2.857 -1.393 -3.390 0.252
H 3.593 -1.322 -1.101 0.196
H 5.049 -0.983 -1.658 0.212
N -5.235 3.653 3.981 -0.500
C -5.119 2.310 3.738 0.167
N -5.912 1.764 2.904 -0.638
H -4.506 4.117 4.497 0.230
H -5.586 4.208 3.219 0.249
H -4.157 1.873 4.035 0.266
H -5.426 1.104 2.306 0.227
```

Version ii
ORCA calculation (the ωB97M-V functional and the def2-TZVPD basis) on 2 unconnected molecules or ions with the total composition C2H10N4.

Kohn-Sham gap   9.28 eV
SMILES   [H]/N=C/N.NCN
HOMO   -0.3032 Eh

Geometry as XYZ:
```
16
Properties=species:S:1:pos:R:3:mulliken_charge:R:1
N 1.981 -0.276 -2.535 -0.615
C 3.394 -0.067 -2.329 -0.445
N 3.968 1.254 -2.658 -0.596
H 1.689 0.177 -3.445 0.242
H 1.464 0.284 -1.858 0.248
H 3.761 -0.110 -1.249 0.304
H 3.835 -0.752 -3.032 0.382
H 3.916 1.392 -3.694 0.238
H 3.323 1.898 -2.155 0.242
N -4.634 -0.095 3.836 -0.438
C -3.561 -0.773 3.313 0.062
N -3.487 -1.248 2.130 -0.609
H -5.333 0.332 3.252 0.260
H -4.740 -0.256 4.880 0.246
H -2.688 -0.944 4.054 0.260
H -2.888 -0.815 1.488 0.219
```

Version iii
ORCA calculation (the ωB97M-V functional and the def2-TZVPD basis) on 2 unconnected molecules or ions with the total composition C2H10N4.

Kohn-Sham gap   10.04 eV
SMILES   [H]/N=C/N.NCN
HOMO   -0.3359 Eh

Geometry as XYZ:
```
16
Properties=species:S:1:pos:R:3:mulliken_charge:R:1
N -1.712 2.398 1.251 -0.467
C -0.793 1.545 0.574 -0.354
N 0.237 2.165 -0.315 -0.680
H -2.423 2.749 0.625 0.186
H -1.277 3.064 1.869 0.233
H -0.277 1.014 1.379 0.296
H -1.314 0.846 -0.093 0.277
H 0.892 1.397 -0.461 0.283
H -0.152 2.457 -1.208 0.222
N 0.627 -3.146 -1.282 -0.413
C 0.988 -2.418 -0.168 0.150
N 1.891 -1.529 -0.194 -0.713
H -0.342 -3.330 -1.410 0.193
H 1.275 -3.335 -2.009 0.214
H 0.332 -2.649 0.674 0.319
H 2.049 -1.228 0.769 0.254
```

Energetically preferred structure: version iii | next structure: +10.7 kcal/mol

Version i
ORCA calculation (the ωB97M-V functional and the def2-TZVPD basis) on a molecular structure, C3H4O2.

Kohn-Sham gap   9.75 eV
HOMO   -0.3368 Eh

Geometry as XYZ:
```
9
Properties=species:S:1:pos:R:3:mulliken_charge:R:1
O -0.566 -1.852 -0.677 -0.649
C -0.302 -0.737 -0.264 0.379
C -0.440 0.016 0.968 -0.186
O 0.402 1.037 0.674 -0.326
C 0.700 0.432 -0.614 -0.151
H -0.727 -0.146 2.016 0.363
H -1.379 0.117 -0.129 0.115
H 0.632 1.166 -1.423 0.240
H 1.679 -0.033 -0.552 0.215
```

Version ii
ORCA calculation (the ωB97M-V functional and the def2-TZVPD basis) on 2 unconnected molecules or ions with the total composition C3H4O2.

Kohn-Sham gap (spin up / spin down)   7.61 / 8.58 eV
HOMO (spin up / spin down)   -0.2819 / -0.3133 Eh

Geometry as XYZ:
```
9
Properties=species:S:1:pos:R:3:mulliken_charge:R:1
C 0.087 2.833 -0.189 0.089
C 1.362 0.271 -0.175 0.298
C 0.308 -0.757 -0.077 -0.620
O 2.550 0.352 -0.272 -0.395
O -0.677 3.565 0.418 -0.352
H 0.030 2.717 -1.319 0.227
H 0.495 -1.777 -0.668 0.286
H -0.702 -0.197 -0.368 0.226
H 0.403 -1.158 0.996 0.243
```

Energetically preferred structure: version i | next structure: +15.3 kcal/mol

Version i
ORCA calculation (the ωB97M-V functional and the def2-TZVPD basis) on a single C3H4O2 molecule.

Kohn-Sham gap   9.90 eV
SMILES   C=C(O)C=O
HOMO   -0.3537 Eh

Geometry as XYZ:
```
9
Properties=species:S:1:pos:R:3:mulliken_charge:R:1
C 1.024 -0.635 -0.221 -0.861
C 0.053 0.213 0.118 0.688
O 0.185 1.462 0.638 -0.477
C -1.380 -0.142 -0.104 -0.058
O -1.764 -1.278 -0.249 -0.461
H 1.126 1.667 0.712 0.305
H 2.083 -0.414 -0.115 0.264
H 0.745 -1.597 -0.634 0.276
H -2.073 0.724 -0.147 0.323
```

Version ii
ORCA calculation (the ωB97M-V functional and the def2-TZVPD basis) on a single C3H4O2 molecule.

Kohn-Sham gap   9.84 eV
SMILES   O=CCC=O
HOMO   -0.3591 Eh

Geometry as XYZ:
```
9
Properties=species:S:1:pos:R:3:mulliken_charge:R:1
C 1.094 -0.397 -0.399 0.114
C -0.339 -0.267 -0.333 -0.455
C -0.746 0.752 0.698 0.107
H 1.526 -0.882 -1.373 0.260
H -0.757 -0.095 -1.264 0.323
H -0.952 -1.164 -0.415 0.321
H -0.036 0.634 1.605 0.296
O 1.722 -0.306 0.702 -0.483
O -1.512 1.726 0.778 -0.484
```

Version iii
ORCA calculation (the ωB97M-V functional and the def2-TZVPD basis) on a molecular structure, C3H4O2.

Kohn-Sham gap   9.56 eV
HOMO   -0.3229 Eh

Geometry as XYZ:
```
9
Properties=species:S:1:pos:R:3:mulliken_charge:R:1
C -1.016 -0.671 0.099 -0.822
C -1.088 0.626 -0.223 0.223
C 0.855 -0.005 0.521 0.053
O 0.091 1.247 0.074 -0.361
O 1.843 -0.363 -0.275 -0.479
H -1.462 -1.600 -0.122 0.283
H -1.759 1.353 -0.548 0.406
H 0.927 0.193 1.597 0.338
H 1.608 -0.780 -1.122 0.358
```

Energetically preferred structure: version i | next structure: +29.3 kcal/mol